A molecular structure, C44H55BN4OP2S5SbTc at a distorted geometry, computed with ωB97M-V with the def2-TZVPD basis set.

As for the spin multiplicity: 1. Its charge is +2. As for the HOMO-LUMO gap (alpha / beta): 6.298 / 6.297 eV.

Each line ends with the Mulliken charge.
Geometry (Å):
Tc 0.45456 -0.82839 -0.34544  0.097
S -1.03683 1.31785 3.79830  -0.150
Sb -2.85353 0.76344 1.98980  0.612
S -0.94894 0.92697 -0.04041  -0.041
S -0.33790 -2.37496 0.82537  -0.615
S -3.65638 2.80799 1.91551  -0.432
C -0.30778 5.26093 -5.08404  -1.586
C -0.69107 4.31204 -3.95346  0.347
C -1.88326 3.46276 -4.37738  -0.975
N -2.17576 2.36093 -3.43545  -0.045
C -2.44870 2.39078 -2.15540  0.753
S -2.57293 0.76885 -1.39658  -0.288
N -2.64886 3.46044 -1.41046  0.642
C -2.94367 4.86017 -1.73948  -0.308
O -2.38810 5.69018 -1.08765  -0.506
C -3.96648 5.09881 -2.77283  0.224
C -4.94379 4.15401 -3.07880  0.394
C -5.91602 4.45500 -4.01786  -0.865
C -5.90721 5.69216 -4.65006  -0.382
C -4.93788 6.63889 -4.33718  -0.796
C -3.97267 6.34953 -3.38934  -0.242
H 0.54456 5.87372 -4.79706  0.421
H -1.13148 5.93302 -5.32985  0.370
H -0.03736 4.71419 -5.98864  0.369
H -0.91579 4.89201 -3.05705  0.353
H 0.14623 3.65376 -3.70385  0.046
H -1.65809 2.96752 -5.32049  0.604
H -2.77727 4.06487 -4.52908  0.137
H -2.08509 1.42539 -3.81184  0.209
H -2.68619 3.28977 -0.39969  -0.289
H -4.97140 3.20015 -2.56599  0.463
H -6.68866 3.73411 -4.24687  0.446
H -6.66805 5.92430 -5.38311  0.434
H -4.94566 7.60504 -4.82223  0.439
H -3.21606 7.07527 -3.12158  0.526
N -0.34554 -1.11718 -2.01729  0.720
P 0.08715 -2.13622 -3.21632  1.414
C 1.30326 -3.39904 -2.82736  0.647
C 0.92552 -4.38605 -1.91194  -0.966
C 1.85207 -5.32139 -1.48301  -0.882
C 3.15720 -5.27318 -1.96124  -0.634
C 3.53326 -4.29874 -2.87381  -0.693
C 2.60762 -3.36081 -3.31053  -0.255
C 0.68712 -1.19536 -4.62297  0.320
C 0.77652 0.19172 -4.54227  -0.700
C 1.23962 0.91623 -5.63144  -0.907
C 1.60318 0.26215 -6.79922  -0.800
C 1.50684 -1.12029 -6.88424  -0.746
C 1.05021 -1.84919 -5.79930  -0.186
C -1.39740 -3.03180 -3.69323  0.689
C -1.28830 -4.22785 -4.40334  -0.583
C -2.43235 -4.90015 -4.80240  -0.807
C -3.68425 -4.38954 -4.48669  -0.566
C -3.79614 -3.20533 -3.77243  -0.696
C -2.65493 -2.52397 -3.37658  -0.324
H -0.09542 -4.43296 -1.54919  0.579
H 1.55570 -6.09335 -0.78552  0.465
H 3.87929 -6.00817 -1.63110  0.444
H 4.54731 -4.26460 -3.24876  0.500
H 2.90751 -2.60530 -4.02127  0.249
H 0.52863 0.68425 -3.60860  0.746
H 1.34983 1.99000 -5.56240  0.613
H 1.97688 0.82776 -7.64207  0.439
H 1.79729 -1.62969 -7.79275  0.448
H 0.98225 -2.92782 -5.87094  0.410
H -0.31521 -4.64265 -4.63466  0.377
H -2.34732 -5.82681 -5.35331  0.445
H -4.57484 -4.92026 -4.79524  0.421
H -4.77388 -2.81518 -3.52311  0.457
H -2.72828 -1.60522 -2.81278  0.223
C 3.10552 -2.55797 1.74785  -1.570
C 3.67834 -1.13968 1.64339  2.118
C 4.56314 -0.92110 2.87748  -2.022
C 4.57524 -1.07140 0.39520  -1.573
P 2.19448 0.05040 1.49085  1.058
C 1.49387 0.09798 3.20466  -0.151
C 2.19918 0.45259 4.29783  -0.264
C 1.63645 0.43359 5.63772  -1.013
C 0.37050 0.06689 5.87349  -1.042
C -0.51175 -0.23848 4.75074  -0.856
C 0.06566 -0.17774 3.40350  1.053
C 2.71678 1.86619 1.23920  2.401
C 4.04387 2.25077 1.89364  -1.829
C 1.59761 2.74378 1.81225  -1.675
C 2.82895 2.18862 -0.25658  -1.855
H 3.94328 -3.25881 1.76424  0.514
H 2.47947 -2.82028 0.89496  0.001
H 2.52915 -2.70402 2.66455  0.254
H 5.38700 -1.63306 2.80158  0.630
H 4.04234 -1.15136 3.80333  0.419
H 5.00343 0.06930 2.93990  0.315
H 5.51144 -1.58094 0.62879  0.661
H 4.82945 -0.05807 0.08798  0.208
H 4.13120 -1.58602 -0.44798  0.097
H 3.23758 0.72477 4.21892  0.470
H 2.29073 0.66920 6.46628  0.500
H -0.01867 -0.02141 6.87796  0.487
H -1.36090 -0.88721 4.92151  0.592
H -0.41006 -0.80022 2.65616  0.176
H 4.04708 2.11906 2.97411  0.291
H 4.20867 3.31431 1.70640  0.546
H 4.88702 1.71278 1.46524  0.367
H 1.55482 2.71391 2.90038  0.347
H 0.61420 2.47440 1.42202  0.087
H 1.78696 3.77742 1.51584  0.559
H 3.60327 1.61944 -0.76299  0.299
H 3.09061 3.24450 -0.35232  0.721
H 1.88532 2.03523 -0.78412  -0.008
B 3.90980 0.19265 -3.26459  1.074
C 2.89337 -0.35397 -2.23292  -1.418
N 2.13256 -0.64638 -1.40127  0.067
H 5.01732 0.06167 -2.79514  -0.109
H 3.74160 -0.37081 -4.31997  -0.119
H 3.57271 1.36475 -3.34733  -0.034

A molecular structure, C44H55IrP2 at a distorted geometry, computed with ωB97M-V with the def2-TZVPD basis set.

As for the spin multiplicity: 2. Its charge is +3. Its expectation value of S² is 1.067. As for the HOMO-LUMO gap (alpha / beta): 4.838 / 4.774 eV.

Each line ends with the Mulliken spin population.
Geometry (Å):
Ir 0.90011 -0.03731 -0.40997  -0.235
C 1.22970 0.35905 1.75531  0.064
C 0.11562 0.47181 2.67699  0.027
C -0.18049 1.96452 2.86649  0.049
C 0.85962 2.60259 2.31568  0.089
C 1.78726 1.65961 1.67537  -0.028
C 3.14535 2.00057 1.13736  0.002
C 4.15705 0.92585 1.57473  -0.001
C 3.59654 3.38336 1.62067  0.009
C 3.06049 2.01587 -0.40265  -0.027
C -1.40228 2.67897 3.43762  -0.020
C -1.23384 4.19168 3.26225  -0.001
C -2.62860 2.26011 2.60507  0.009
C -1.61135 2.44596 4.94338  -0.005
C -0.28388 -0.68228 3.51247  0.009
C 0.43237 -0.36843 4.87264  0.036
C 0.27679 -2.00853 2.98597  -0.090
C -1.79376 -0.87756 3.74214  -0.006
H 1.88408 -0.51086 1.79580  0.001
H 1.00570 3.66727 2.32029  -0.006
H 4.14356 0.77075 2.65323  0.002
H 5.15784 1.25396 1.29960  -0.002
H 3.97995 -0.03343 1.08311  -0.001
H 3.65414 3.42784 2.70800  -0.002
H 2.93161 4.17286 1.27204  0.000
H 4.58948 3.59723 1.22926  -0.001
H 2.65627 1.05363 -0.82100  -0.003
H 4.06262 2.07344 -0.83086  -0.005
H 2.45712 2.83644 -0.78442  0.009
H -1.09403 4.47049 2.21882  0.000
H -0.40763 4.58847 3.85299  0.000
H -2.14346 4.67871 3.60837  0.000
H -2.53224 2.63396 1.58335  0.004
H -3.52243 2.71074 3.03477  0.000
H -2.78631 1.18438 2.56683  -0.009
H -0.71333 2.69909 5.50746  0.000
H -1.90998 1.43962 5.20974  0.000
H -2.40388 3.11233 5.28127  0.000
H 1.50094 -0.20077 4.73755  -0.005
H 0.30269 -1.25514 5.49328  0.001
H 0.00375 0.48531 5.38330  0.004
H 1.36500 -2.05533 3.03839  -0.003
H -0.04213 -2.20200 1.96261  0.061
H -0.10580 -2.81910 3.60323  -0.001
H -2.29259 -0.02122 4.17014  0.000
H -1.90770 -1.71038 4.43485  0.001
H -2.29713 -1.14682 2.81611  0.000
C -2.19043 -1.04620 -0.41545  0.100
C -2.21037 0.22796 -1.27832  0.015
P -0.58627 0.84198 -1.84207  -0.007
C -0.59370 2.63028 -1.86327  0.007
C -0.94883 3.29800 -3.04010  -0.001
C -0.97794 4.68347 -3.06813  0.000
C -0.64042 5.41216 -1.93686  0.000
C -0.29936 4.75414 -0.76196  0.002
C -0.28738 3.36930 -0.72678  -0.001
C -0.23503 0.38731 -3.53073  -0.007
C -1.07146 -0.41247 -4.31187  0.003
C -0.71450 -0.71467 -5.61868  0.001
C 0.47290 -0.22791 -6.14768  0.001
C 1.30892 0.57431 -5.37832  -0.001
C 0.95671 0.88463 -4.07651  0.002
C -2.31824 -2.36975 -1.17793  0.080
P -1.26566 -3.67909 -0.42308  0.452
C -1.42884 -5.08881 -1.49957  0.156
C -0.35235 -5.71935 -2.13259  0.040
C -0.57295 -6.83835 -2.91703  0.000
C -1.85799 -7.34676 -3.06017  0.145
C -2.93088 -6.73802 -2.41927  -0.016
C -2.71960 -5.62485 -1.62866  0.083
C 0.40108 -2.99716 -0.70686  0.062
C 0.66341 -1.99660 -1.69799  0.039
C 1.95850 -1.50197 -1.89706  -0.012
C 3.02995 -1.99533 -1.10132  0.039
C 2.77394 -2.93759 -0.14424  0.001
C 1.45386 -3.43328 0.05724  -0.014
H -2.98279 -0.97667 0.32913  -0.012
H -1.25971 -1.05979 0.18086  -0.045
H -2.62798 1.05877 -0.70407  -0.002
H -2.84463 0.11534 -2.16193  0.005
H -1.20997 2.74566 -3.93308  0.000
H -1.25925 5.19326 -3.97845  0.000
H -0.65219 6.49233 -1.96876  0.000
H -0.05248 5.32747 0.12136  0.000
H -0.05801 2.85915 0.19406  -0.031
H -2.02598 -0.76086 -3.93908  -0.002
H -1.37263 -1.31677 -6.22888  0.000
H 0.74181 -0.45910 -7.16872  0.000
H 2.22345 0.96840 -5.79788  0.000
H 1.60634 1.52434 -3.48843  -0.001
H -2.03814 -2.29442 -2.23373  -0.012
H -3.35178 -2.71804 -1.16447  -0.007
H 0.65481 -5.33826 -2.02145  0.001
H 0.25376 -7.31846 -3.42068  0.002
H -2.02270 -8.22959 -3.66168  0.001
H -3.92718 -7.14260 -2.52725  0.001
H -3.55459 -5.17720 -1.10294  0.000
H -0.08740 -1.75032 -2.42804  0.004
H 2.15857 -0.86626 -2.75213  0.002
H 4.03762 -1.64211 -1.27422  -0.002
H 3.58345 -3.33387 0.45420  0.002
H 1.28773 -4.18306 0.82189  -0.002

Question: Which of these has the lowest charge?
Answer: C44H55BN4OP2S5SbTc

Question: The lowest charge belongs to which entry?
Answer: C44H55BN4OP2S5SbTc